Molecular formula: C34H33BF40IN2O8
Method: DFT, wB97M-V/def2-TZVPD

```
119
C34H33BF40IN2O8 wB97M-V/def2-TZVPD
C 2.621 -4.037 0.997
C 2.877 -2.866 -0.153
C 1.443 -2.007 -0.213
I 1.638 -0.145 -1.406
C 0.225 -2.964 -0.814
C 0.444 -4.334 -1.690
N -0.745 -5.168 -2.207
C -2.209 -4.804 -1.915
C -2.547 -3.476 -1.015
B -4.074 -2.977 -0.573
N -4.674 -3.735 0.636
O -4.826 -1.880 -1.213
C -1.308 -2.505 -0.458
C -1.701 -1.141 0.422
O -1.763 -1.296 1.766
O -1.994 0.116 -0.295
H 1.867 -4.872 0.652
H 3.674 -4.481 1.290
H 2.098 -3.500 1.923
H 3.115 -3.402 -1.168
H 3.740 -2.132 0.208
H 1.156 -1.753 0.917
H 1.536 -4.722 -1.945
H -0.568 -6.051 -2.767
H -3.095 -5.458 -2.321
H -4.154 -3.302 1.457
H -4.223 -4.695 0.549
H -5.558 -1.651 -0.539
H -1.836 0.921 0.298
C -2.410 0.589 -4.245
C -3.478 0.886 -5.309
C -4.402 -0.278 -5.659
F -3.742 -1.382 -6.060
F -5.231 0.066 -6.684
F -2.865 1.393 -6.413
F -4.255 1.907 -4.826
O -1.122 0.179 -4.722
C -1.022 -1.193 -5.103
C -0.903 -1.403 -6.619
F -1.859 -0.733 -7.308
F -1.038 -2.717 -6.942
F -2.060 -1.871 -4.549
F 0.100 -1.673 -4.489
H -2.215 1.537 -3.729
H -2.783 -0.078 -3.458
H -5.035 -0.546 -4.805
H 0.070 -1.060 -6.983
C 0.427 -1.566 5.131
C 0.666 -0.465 6.175
C 1.974 0.308 6.033
F 3.065 -0.483 6.037
F 2.128 1.178 7.070
F 0.532 -1.005 7.417
F -0.365 0.431 6.057
O 0.833 -2.893 5.490
C 2.228 -3.163 5.352
C 2.964 -3.299 6.692
F 2.708 -2.265 7.529
F 4.311 -3.328 6.509
F 2.770 -2.219 4.539
F 2.318 -4.338 4.662
H -0.660 -1.644 5.005
H 0.798 -1.284 4.138
H 1.981 0.899 5.109
H 2.669 -4.221 7.204
C 9.412 -0.785 6.069
C 9.875 -2.249 6.131
C 10.189 -2.901 4.787
F 9.162 -2.849 3.916
F 10.482 -4.220 4.955
F 8.960 -2.966 6.838
F 11.019 -2.277 6.887
O 7.997 -0.559 6.035
C 7.382 -0.734 4.759
C 6.503 -1.989 4.667
F 7.147 -3.101 5.099
F 6.128 -2.231 3.382
F 8.348 -0.687 3.805
F 6.612 0.375 4.557
H 9.736 -0.317 7.006
H 9.932 -0.219 5.286
H 11.062 -2.431 4.318
H 5.598 -1.874 5.271
C -5.443 2.390 -10.615
C -4.006 2.914 -10.767
C -3.327 3.364 -9.476
F -4.021 4.306 -8.808
F -2.107 3.907 -9.746
F -3.997 3.895 -11.710
F -3.260 1.894 -11.299
O -6.498 3.339 -10.813
C -6.767 4.193 -9.701
C -6.330 5.647 -9.922
F -5.051 5.739 -10.361
F -6.399 6.360 -8.767
F -6.224 3.635 -8.589
F -8.119 4.148 -9.511
H -5.590 1.654 -11.414
H -5.579 1.819 -9.688
H -3.163 2.514 -8.803
H -6.970 6.136 -10.664
C -3.034 4.965 4.134
C -2.795 6.067 5.179
C -1.487 6.840 5.036
F -0.396 6.049 5.041
F -1.333 7.710 6.073
F -2.929 5.527 6.421
F -3.826 6.963 5.061
O -2.628 3.639 4.494
C -1.233 3.369 4.356
C -0.496 3.232 5.696
F -0.753 4.267 6.532
F 0.851 3.203 5.513
F -0.691 4.312 3.542
F -1.143 2.194 3.666
H -4.121 4.888 4.008
H -2.663 5.248 3.142
H -1.480 7.431 4.112
H -0.792 2.311 6.208
```

Results
HOMO-LUMO gap   7.08 eV
Charge   +1
LUMO level   -5.607 eV

Results of the Mulliken charge analysis, in e, for atoms 1 through 4: C -0.54; C -0.48; C -0.71; I 0.11

=====

Molecular formula: C18H35CoN2SSb2
Method: DFT, wB97M-V/def2-TZVPD

```
59
C18H35CoN2SSb2 wB97M-V/def2-TZVPD
Co 1.156 -0.794 0.827
C 0.640 1.483 2.108
C 1.116 0.517 3.207
N 1.086 -0.844 2.685
C 2.166 -1.706 3.134
C 3.518 -1.344 2.509
S 3.333 -0.865 0.756
C 3.543 0.945 0.884
C 2.322 1.650 0.299
N 1.084 1.063 0.776
H 0.922 2.517 2.337
H -0.457 1.458 2.102
H 0.477 0.598 4.092
H 2.124 0.811 3.519
H 0.019 -1.372 2.895
H 1.917 -2.730 2.830
H 2.238 -1.722 4.227
H 4.177 -2.218 2.551
H 4.012 -0.549 3.076
H 4.437 1.226 0.318
H 3.705 1.258 1.919
H 2.348 1.536 -0.792
H 2.364 2.729 0.489
H 0.132 1.274 -0.037
C 2.067 -0.698 -3.822
Sb 1.217 -0.794 -1.833
C 0.803 1.337 -1.809
C -0.738 -1.555 -2.449
C -1.789 -0.486 -2.655
C -1.685 0.344 -3.783
C -2.634 1.335 -4.033
C -3.707 1.510 -3.163
C -3.835 0.695 -2.038
C -2.887 -0.308 -1.765
C -3.069 -1.149 -0.524
Sb -1.450 -0.794 0.887
C -2.388 -1.912 2.482
C -2.240 1.112 1.538
H 2.216 -1.730 -4.201
H 3.046 -0.180 -3.776
H 1.399 -0.148 -4.513
H 0.387 1.673 -2.778
H 1.755 1.880 -1.634
H 0.091 1.572 -0.993
H -1.012 -2.243 -1.629
H -0.650 -2.195 -3.352
H -0.868 0.221 -4.479
H -2.539 1.967 -4.907
H -4.443 2.279 -3.359
H -4.677 0.853 -1.376
H -3.132 -2.223 -0.797
H -4.009 -0.890 0.008
H -3.453 -1.615 2.575
H -1.861 -1.706 3.436
H -2.327 -2.996 2.253
H -3.323 1.011 1.755
H -2.093 1.864 0.736
H -1.708 1.437 2.455
H 1.156 -2.388 0.827
```

Results
HOMO-LUMO gap (alpha / beta)   8.11 / 5.88 eV
Multiplicity   5
Charge   +2
LUMO level (alpha / beta)   -5.598 / -7.973 eV

Results of the natural (NBO) charge analysis, in e, for atoms 1 through 4: Co 1.15; C -0.28; C -0.26; N -0.76

=====

Molecular formula: C35H37NO3P2Pt
Method: DFT, wB97M-V/def2-TZVPD

```
79
C35H37NO3P2Pt wB97M-V/def2-TZVPD
Pt -1.125 0.921 -2.445
C -2.323 2.558 -2.758
C -2.153 2.303 -1.336
C -3.283 1.711 -0.499
C -3.746 0.340 -1.072
C -2.651 -0.285 -1.921
C -2.639 -0.112 -3.370
C -3.725 0.778 -3.943
C -3.653 2.238 -3.466
C 2.559 -2.030 0.936
H -1.822 3.483 -3.110
H -1.451 2.965 -0.802
H -4.129 2.410 -0.402
H -2.890 1.553 0.527
H -3.931 -0.334 -0.218
H -4.665 0.456 -1.653
H -2.139 -1.166 -1.509
H -2.293 -0.990 -3.950
H -4.702 0.333 -3.686
H -3.552 0.785 -5.027
H -3.711 2.909 -4.338
H -4.525 2.499 -2.841
H 2.951 -1.137 0.417
H 3.085 -2.913 0.531
H 2.822 -1.875 2.004
P 1.436 1.476 1.254
P 0.792 -2.397 0.770
C 0.361 0.076 1.679
C -0.156 -0.923 0.851
C 1.208 2.688 2.572
C 0.051 3.248 3.179
C 0.235 4.141 4.249
C 1.503 4.462 4.741
C 2.620 3.946 4.079
C 2.473 3.052 3.030
C 0.995 2.424 -0.273
C 0.948 1.760 -1.577
C 1.609 2.464 -2.647
C 1.902 3.821 -2.548
C 1.474 4.526 -1.424
C 1.031 3.846 -0.282
C 0.581 -3.793 2.042
C 0.731 -3.575 3.440
C 0.579 -4.612 4.382
C 0.267 -5.925 3.982
C 0.166 -6.164 2.610
C 0.365 -5.143 1.661
C 0.373 -3.110 -0.839
C 1.239 -2.929 -1.927
C 0.803 -3.285 -3.209
C -0.399 -4.002 -3.352
C -1.267 -4.196 -2.268
C -0.895 -3.717 -1.002
H 0.055 0.127 2.727
H -1.183 -0.914 0.472
H -0.957 2.989 2.841
H -0.633 4.615 4.710
H 1.633 5.110 5.612
H 3.628 4.236 4.364
H 3.340 2.596 2.539
H 0.949 0.641 -1.555
H 1.891 1.920 -3.546
H 2.443 4.350 -3.347
H 1.515 5.626 -1.402
H 0.769 4.420 0.622
H 0.966 -2.578 3.821
H 0.705 -4.408 5.439
H 0.129 -6.720 4.711
H -0.069 -7.168 2.272
H 0.343 -5.409 0.609
H 2.248 -2.519 -1.792
H 1.402 -2.987 -4.076
H -0.674 -4.379 -4.340
H -2.239 -4.689 -2.385
H -1.563 -3.843 -0.144
O 5.313 1.792 0.948
N 4.598 0.861 0.606
O 4.844 -0.103 -0.070
O 3.213 0.878 1.126
```

Results
HOMO-LUMO gap (alpha / beta)   4.51 / 5.15 eV
Multiplicity   3
LUMO level (alpha / beta)   -0.464 / -1.032 eV

Results of the Mulliken charge analysis, in e, for atoms 1 through 4: Pt 0.60; C -0.78; C 0.06; C -0.93

=====

no.,calculated total energy (Eh)
1,-6343.42565
2,-3076.91818
3,-2437.93508